[1]
Computed, not measured: an isolated molecule of C22H23FN2O3, with ωB97M-V/def2-TZVPD.

Geometry as XYZ:
```
51
C22H23FN2O3, DFT ωB97M-V/def2-TZVPD
H 0.552 2.264 -3.863
O 3.691 1.841 -5.643
C -1.363 0.079 1.003
C -2.870 -5.010 5.676
C -2.988 -1.206 2.213
C -0.673 -1.588 2.596
C -1.880 -5.188 4.724
F -4.287 -1.494 2.433
C -1.102 1.139 -0.003
H 0.030 2.961 -1.642
C -3.579 -3.822 5.717
H -3.088 -5.797 6.383
N 4.334 2.931 -3.784
C 0.767 2.251 -1.255
H 5.114 1.659 -2.329
H 5.443 4.391 -5.769
H 0.228 -0.174 -4.218
C -1.598 -4.182 3.819
C 4.389 4.136 -5.860
O 3.413 2.351 -0.690
H 3.973 0.925 -3.485
H -4.350 -3.677 6.459
H 0.800 0.230 -0.507
C -1.996 -1.923 2.884
H -1.327 -6.115 4.684
O -1.842 2.088 -0.129
H -0.838 -4.330 3.066
H -0.920 -0.663 -2.031
H 3.795 4.951 -5.452
H 0.116 -2.101 3.124
H -3.487 0.318 0.803
C 4.182 1.812 -2.883
C 4.101 2.854 -5.114
C 1.299 1.551 -3.497
C -2.692 -0.217 1.299
H 1.382 -0.523 -2.925
C -0.355 -0.613 1.672
C -3.306 -2.815 4.810
H 1.226 2.665 -0.355
N 1.809 2.050 -2.240
C 0.074 0.921 -0.937
H -3.856 -1.888 4.855
H 0.682 -0.367 1.505
H -1.269 0.967 -2.621
C 3.094 2.075 -1.834
H 4.144 4.002 -6.909
C 0.633 0.191 -3.274
H 2.081 1.469 -4.248
H 4.657 3.796 -3.381
C -0.481 0.315 -2.238
C -2.311 -2.985 3.851
```

Computed properties:
- Energy relative to the best compared isomer or geometry (same formula, charge and spin): 0.00 kcal/mol
- Frontier orbital gap: 8.973 eV

Here are the Mulliken charges for atoms 1 to 5, given in e: H 0.190; O -0.658; C 0.545; C -0.411; C 0.441

[2]
Computed, not measured: a structure of composition C21H42NO2Zr, with ωB97M-V/def2-TZVPD.

Geometry as XYZ:
```
67
C21H42NO2Zr, DFT ωB97M-V/def2-TZVPD
H 1.617 3.442 1.323
H 7.518 -0.504 1.075
C 4.883 1.474 -0.644
H -2.215 1.740 1.982
H 5.641 -1.980 -0.516
C 8.603 -1.843 -0.423
H -4.661 2.414 0.648
H 9.366 -1.872 0.441
C -6.432 -1.076 0.125
H -4.428 -1.307 -0.840
H -3.544 0.175 2.653
H 7.181 -3.374 -1.336
Zr -2.240 0.150 -2.068
C 8.021 -3.326 -0.558
C 1.271 2.648 0.565
H -6.671 -2.934 -1.158
H 4.052 -0.426 0.217
H 7.921 0.271 -0.525
C -0.170 3.074 -0.027
H 7.257 -2.918 1.553
H -0.658 0.947 0.400
H -7.157 -0.242 0.401
C -7.297 -1.098 -2.429
H -8.915 -3.371 -0.616
H -8.257 -1.429 -2.950
C 7.527 -0.709 -0.059
O -6.504 1.562 2.118
H -8.777 -2.002 0.583
H 9.203 -1.562 -1.361
H -9.478 -1.623 -1.079
H 4.363 3.470 0.341
C 2.426 2.586 -0.567
H -5.292 0.270 -1.223
C 5.073 0.078 0.134
O -5.693 0.897 4.123
H -1.548 1.679 -1.145
H 6.047 -0.598 -1.767
H 0.010 3.503 -1.074
H 8.801 -4.103 -0.881
C 3.873 2.454 0.149
C -5.643 0.887 2.723
H -3.767 1.722 -0.803
C -1.241 1.845 -0.039
H 3.726 1.984 1.189
H -0.530 3.948 0.622
N -4.206 0.234 0.654
H -6.343 -1.827 0.992
H 6.421 -4.303 0.693
C -5.047 -0.449 -0.353
H 4.582 1.281 -1.727
C -2.460 2.139 0.947
H -7.328 0.037 -2.300
C -3.878 1.638 0.355
C -4.507 -0.042 2.056
C -7.177 -1.913 -1.055
C -8.687 -2.246 -0.537
H -4.728 -1.147 2.284
H -2.549 3.280 1.052
H 5.928 1.960 -0.663
H 5.480 0.233 1.199
H 2.287 1.686 -1.274
H 1.273 1.633 1.087
C 7.437 -3.818 0.859
C 6.066 -0.939 -0.674
H 8.183 -4.488 1.393
H -6.419 -1.428 -3.094
H 2.411 3.555 -1.175
```

Computed properties:
- Total charge: +3
- Frontier orbital gap: 1.101 eV

Here are the Mulliken charges for atoms 1 to 5, given in e: H 0.329; H 0.409; C -0.641; H 0.375; H 0.309

[3]
Computed, not measured: an isolated molecule of C30H38ClN7O3, with ωB97M-V/def2-TZVPD.

Geometry as XYZ:
```
79
C30H38ClN7O3, DFT ωB97M-V/def2-TZVPD
H -9.847 0.944 -0.957
H -10.294 -1.916 -0.367
N -3.414 -0.146 0.010
H 6.031 2.362 0.870
H -0.460 3.869 1.075
N -9.674 0.029 -0.575
H -9.188 2.389 0.345
H 1.140 3.176 1.443
H 7.766 -2.232 1.138
H 12.338 -1.755 -0.546
C 5.194 0.566 0.035
N 9.189 -0.894 0.311
C 7.111 -0.192 1.360
C 8.528 -0.841 -0.978
H 2.278 3.472 -0.790
C 8.219 -1.243 1.330
H -5.256 4.001 0.547
H 10.192 -2.659 -0.311
H -11.615 -0.723 -0.358
C 0.140 2.960 1.052
H -7.709 4.323 0.533
H -10.809 -1.147 -1.887
C 0.816 -1.045 -0.623
C -5.378 1.880 0.391
C 0.884 1.358 -0.495
N -1.217 0.280 -0.247
C -7.604 0.945 0.224
O -8.232 -1.348 0.460
N -5.709 -0.526 0.269
N 6.458 -0.155 0.068
H 12.830 0.295 0.571
H -0.326 2.196 1.684
H 4.627 0.713 -2.056
Cl -5.498 -3.502 0.355
H 6.377 -0.461 2.122
C 10.353 -1.759 0.306
C 0.149 0.161 -0.451
C -4.437 -0.976 0.155
H -6.433 -1.247 0.362
C 7.425 0.214 -0.944
H 3.576 2.469 1.252
C -8.511 -0.222 0.064
H 8.082 -1.819 -1.238
H 7.892 1.191 -0.734
H 11.339 -0.354 -1.013
H 8.722 -1.265 2.299
C 2.906 0.135 -0.933
H -2.635 -3.846 0.065
O 0.191 2.554 -0.301
C 5.335 2.096 0.070
C 3.001 2.655 -0.822
H 9.258 -0.580 -1.747
C 2.251 1.356 -0.748
C 2.179 -1.043 -0.852
C -6.205 0.759 0.293
C 4.016 2.823 0.316
O 12.137 -0.289 0.895
H 0.255 -1.962 -0.574
C -2.892 -2.796 0.052
C -2.182 -0.659 -0.112
N -1.878 -1.953 -0.092
C 4.383 0.095 -1.189
H -4.314 1.725 0.419
H 10.558 -2.076 1.330
H 7.564 0.778 1.628
C 11.601 -1.022 -0.184
C -7.288 3.333 0.448
H 6.934 0.255 -1.917
H -1.560 1.233 -0.279
H 3.525 2.720 -1.779
H 4.233 3.888 0.434
H 4.649 0.249 0.933
C -8.118 2.236 0.326
C -5.914 3.149 0.463
C -10.661 -0.994 -0.816
H 2.689 -1.986 -0.982
H 4.681 -0.931 -1.408
H 5.764 2.443 -0.873
C -4.195 -2.374 0.177
```

Computed properties:
- Energy relative to the best compared isomer or geometry (same formula, charge and spin): 0.00 kcal/mol
- Frontier orbital gap: 8.130 eV

Here are the Mulliken charges for atoms 1 to 5, given in e: H 0.220; H 0.334; N -0.237; H 0.430; H 0.281

[4]
Computed, not measured: a cluster of 6 separate species, C57H133N3O6P2 in total, with ωB97M-V/def2-TZVPD.

Geometry as XYZ:
```
201
C57H133N3O6P2, DFT ωB97M-V/def2-TZVPD
H 7.713 -3.357 -6.578
O -5.283 1.586 8.387
H 6.241 4.300 5.917
C -5.695 1.310 7.085
H 6.665 -1.745 -5.317
C -3.762 -5.165 0.983
C 5.703 2.346 -4.119
H -2.974 4.321 -1.018
H 3.593 -1.111 6.139
H -0.083 3.372 -1.648
H 6.040 -3.862 -6.366
H -7.314 2.839 -1.223
H 4.325 2.544 -6.704
C 5.809 1.770 -7.993
H -4.907 3.385 -1.997
H 7.061 1.936 -2.448
H 2.675 1.455 -5.125
C -2.395 2.170 -1.121
C -6.314 2.025 -2.962
H 7.051 -4.220 -8.775
C -3.784 -0.215 -2.306
H -1.685 -2.289 6.169
H -3.356 -1.016 8.131
C 4.949 -1.289 -6.468
H -9.178 1.866 -2.397
H 3.762 3.754 6.666
H 2.174 0.009 5.111
H 7.148 -1.014 -6.814
H 3.187 1.710 2.249
H -3.777 -4.838 2.022
H -4.049 0.999 0.751
C -4.895 2.470 -2.601
H 4.062 0.878 8.793
H 1.091 0.927 -3.375
N 0.531 -5.061 0.640
H 1.456 -0.253 -2.056
C 6.424 -1.709 -6.390
C 6.046 0.730 -9.088
C 1.425 -0.082 -3.134
H -4.280 -6.124 0.869
H -6.598 -2.236 1.572
H -0.524 4.170 -0.195
C -6.316 -0.079 1.600
H -0.305 -5.103 2.632
H 3.480 0.450 -2.996
C -3.204 1.155 5.542
C 5.864 3.561 6.618
H 1.786 -5.223 -1.013
H 2.253 0.789 7.371
H -4.288 2.691 -3.478
C 2.429 1.324 2.931
C -0.318 -6.328 0.408
H -5.434 -0.796 7.336
H -5.525 2.128 6.373
H 3.630 2.618 8.714
H 1.206 -3.800 3.839
H 6.730 1.995 -7.455
H -8.851 2.767 -3.909
C -0.785 4.115 -1.260
H -8.032 -1.332 1.105
H 2.557 -4.572 0.490
C 1.256 -3.752 2.749
H -3.284 -0.882 -1.589
H 5.662 3.008 -4.985
H -3.451 2.307 3.795
P -3.979 1.363 -1.495
H -0.737 -4.615 -1.701
O -2.429 -5.245 0.471
O 0.007 -0.047 1.264
H 0.708 -3.000 0.363
C -0.069 -3.748 0.224
C -5.148 -0.017 6.632
H 7.255 -2.496 -8.825
C 2.872 -0.164 -3.670
C 5.883 0.927 -4.672
H -0.376 -1.282 -3.189
C 2.946 0.397 -5.093
H -3.642 0.631 3.479
H 3.294 -1.171 -3.629
O -1.788 -0.791 0.116
C -5.551 2.927 8.784
H 4.355 -0.886 7.780
H -5.223 2.305 0.348
H -4.957 1.527 4.329
H 4.191 -0.316 -9.507
H 1.470 1.771 2.660
H -2.969 -2.220 -4.058
H -3.071 0.725 8.131
P 4.608 0.380 -5.824
H 2.315 -3.576 2.533
H -1.364 -0.912 5.013
C -4.872 1.308 0.094
C -0.484 -3.655 -1.263
C 6.836 2.703 -3.190
C 6.681 -3.136 -6.870
H -5.428 -0.131 2.236
H 5.304 2.179 8.551
H 0.326 -7.149 0.716
H -6.628 3.101 8.897
H -0.255 -6.431 -0.684
H -5.149 3.077 9.780
C 6.643 -3.293 -8.386
C 4.907 0.613 6.295
C 2.607 1.517 6.646
H 2.284 -0.195 -5.729
C -2.001 -1.749 5.279
H 5.871 4.068 7.587
H 7.523 4.409 -2.023
C 0.662 -5.014 2.148
H -1.865 -0.151 7.385
H 0.121 -0.182 0.312
C 0.553 -1.159 -3.752
H -6.468 2.144 -4.033
H 5.951 0.116 -3.931
H -3.207 0.779 -4.181
C -0.537 5.453 -1.919
H 1.039 1.367 5.274
H -2.207 -7.310 0.530
H -4.688 -0.556 -5.973
H -6.999 3.995 -2.514
H 1.069 -2.120 -3.736
H 6.141 4.791 -3.070
C 4.548 1.571 -7.165
H -0.988 5.512 -2.911
H -6.932 0.757 1.954
N -3.692 -0.087 6.280
C -3.884 1.396 4.214
H 5.960 0.794 6.511
H -1.628 1.487 -1.507
H 2.369 0.255 2.703
H -7.634 -1.373 2.765
C -8.756 2.782 -2.827
H -5.656 -0.729 -0.337
H -1.278 -2.915 -1.242
C -4.547 -1.346 -5.234
H 0.419 -3.308 -1.765
H 5.632 2.677 -8.583
H 6.846 1.144 -9.709
C -3.464 -1.350 5.483
H -1.930 -0.047 -3.376
H 2.238 -6.267 0.394
C 4.453 -0.768 6.704
H 4.709 2.352 -3.657
H -2.001 -2.424 4.426
H 0.527 5.673 -2.032
H 4.181 1.311 -10.098
H -4.726 -2.271 -5.787
O 2.796 1.749 4.236
H -5.352 -1.358 -4.495
H 4.352 3.043 5.158
H -3.969 -2.180 5.971
H 5.982 3.858 -1.546
H -6.791 1.188 7.037
C -3.170 -1.279 -4.593
H 0.759 -2.806 2.520
H 6.847 0.745 -5.165
H -0.899 -3.525 0.878
H -6.802 0.530 -0.402
H 0.148 -0.982 -4.751
C 4.484 3.059 6.229
C -1.328 -0.499 1.258
H -6.604 1.030 -2.622
C -7.170 -1.329 1.780
H 5.080 0.017 -10.936
H -5.675 -0.272 5.707
H -4.743 -0.737 -2.383
H -0.916 6.307 -1.352
H 3.658 1.444 -7.786
C -2.938 -0.197 7.559
H 4.597 -1.270 -7.500
H 6.472 -0.206 -8.717
C 6.590 4.027 -2.440
C 4.297 1.835 8.352
H -2.309 3.677 -2.538
N 4.093 1.755 6.865
C 4.837 0.447 -9.967
O -1.974 -0.516 2.309
H 4.397 -1.940 -5.788
H -1.714 -6.432 1.979
H -5.157 3.604 8.022
C -1.746 -6.382 0.880
H -4.283 -4.501 0.297
H 4.889 0.803 5.221
C -5.913 0.212 0.156
H -3.289 1.943 6.285
H 6.613 2.778 6.757
H 1.316 -5.826 2.464
C 1.868 -5.300 0.066
C -2.995 -0.130 -3.602
H -3.936 -1.105 4.535
H -2.154 0.914 5.385
C -7.355 2.980 -2.308
H 7.745 2.891 -3.767
H -2.198 2.002 -0.051
C -2.229 3.655 -1.441
H 5.626 -3.116 -8.748
H -2.395 -1.281 -5.362
C 2.103 1.090 5.258
H -9.434 3.532 -2.415
H 5.259 -1.457 6.439
H 2.190 2.502 6.850
```

Computed properties:
- Total charge: +4
- Frontier orbital gap: 9.124 eV

Here are the Mulliken charges for atoms 1 to 5, given in e: H 0.372; O -0.348; H 0.363; C -0.810; H 0.312

[5]
Computed, not measured: a structure of composition C2H9NSi, with ωB97M-V/def2-TZVPD.

Geometry as XYZ:
```
13
C2H9NSi, DFT ωB97M-V/def2-TZVPD
H 1.849 0.420 0.068
N -0.328 -1.159 2.060
H -0.150 -0.453 2.739
H 0.674 2.046 -1.799
H 1.059 0.397 -2.493
C 0.737 0.547 -0.134
C 0.533 0.981 -1.716
H -0.634 -2.085 2.384
H -0.664 -2.066 -0.359
H -0.542 0.814 -1.866
H -2.175 0.038 0.298
Si -0.587 -0.843 0.407
H 0.228 1.362 0.409
```

Computed properties:
- Energy relative to the best compared isomer or geometry (same formula, charge and spin): 32.87 kcal/mol
- Frontier orbital gap: 10.179 eV

Here are the Mulliken charges for atoms 1 to 5, given in e: H 0.350; N -0.400; H 0.228; H 0.309; H 0.285

[6]
Computed, not measured: a cluster of 6 separate species, C4H19NO7 in total, with ωB97M-V/def2-TZVPD.

Geometry as XYZ:
```
31
C4H19NO7, DFT ωB97M-V/def2-TZVPD
H 0.646 -0.854 -0.420
C 0.241 -1.084 1.637
C 0.096 -0.311 0.364
N -1.682 -1.150 -1.102
O -0.674 1.803 3.748
H 0.752 0.561 0.295
H -2.009 -0.168 0.658
O 1.159 -1.822 1.871
H -1.054 -1.312 -1.917
H 0.714 3.320 -2.428
H -0.956 -1.567 3.162
H 2.747 1.049 2.799
O 0.188 -1.057 -3.250
H 1.739 2.439 -1.731
O 1.045 2.416 -2.397
H -1.156 1.111 -1.917
H -0.760 1.932 -0.409
O 0.266 -3.503 -0.889
H -2.639 -0.956 -1.388
H -0.677 -3.704 -0.817
O 3.015 1.416 1.954
H 3.584 0.825 1.460
H -0.432 2.603 3.302
H -2.410 1.817 -0.737
H -0.101 1.110 3.417
C -1.324 -0.148 -0.188
C -1.481 1.283 -0.903
H 0.830 -1.641 -3.675
H 0.434 -3.045 -0.054
O -0.848 -0.988 2.406
H 0.748 -0.376 -2.852
```

Computed properties:
- Total charge: +1
- Energy relative to the best compared isomer or geometry (same formula, charge and spin): 0.00 kcal/mol
- Frontier orbital gap (alpha / beta): 11.403 / 6.322 eV
- Expectation value of S²: 0.755
- 2S+1: 2

Here are the Mulliken charges for atoms 1 to 5, given in e: H 0.320; C -0.009; C -0.349; N -0.056; O -0.608

[7]
Computed, not measured: a cluster of 2 separate species, C3H7OS in total, with ωB97M-V/def2-TZVPD.

Geometry as XYZ:
```
12
C3H7OS, DFT ωB97M-V/def2-TZVPD
H 0.606 -1.374 -1.971
O 0.741 -0.756 -3.911
C 0.224 0.558 2.136
H -0.764 -0.327 -2.624
H 0.775 1.492 2.249
C 0.201 -0.822 -2.832
H -1.124 1.154 0.607
H -0.585 0.553 2.866
C -0.341 0.390 0.727
H 0.417 0.651 -0.024
H 0.903 -0.268 2.362
S -1.052 -1.250 0.415
```

Computed properties:
- Total charge: -1
- Energy relative to the best compared isomer or geometry (same formula, charge and spin): 21.63 kcal/mol
- Frontier orbital gap: 6.457 eV

Here are the Mulliken charges for atoms 1 to 5, given in e: H 0.192; O -0.495; C -1.083; H 0.211; H 0.343

Number 1: strongest force on any atom 0.659 eV/A. Number 2: strongest force on any atom 8.599 eV/A. Number 3: strongest force on any atom 0.857 eV/A. Number 4: strongest force on any atom 2.804 eV/A. Number 5: strongest force on any atom 3.619 eV/A. Number 6: strongest force on any atom 2.279 eV/A. Number 7: strongest force on any atom 0.538 eV/A.